(1)
Entry from the OMol25 dataset: a 13-piece molecular cluster, C23H72N14O13 overall at a distorted geometry (ωB97M-V/def2-TZVPD).

The geometry in XYZ format:
```
122
Properties=species:S:1:pos:R:3:forces:R:3
C -0.6550 -3.7812 2.4595 2.148 1.133 1.115
O -1.2102 -4.5607 1.4844 -0.880 -2.397 1.579
H -1.2597 -3.5650 3.3142 -0.580 -0.998 0.743
H -0.5376 -2.8132 2.1440 -0.111 2.574 -1.558
H 0.4046 -3.9037 2.7402 -0.283 -1.412 0.168
H -1.0002 -4.2621 0.6354 0.543 1.010 -2.339
C -0.4460 -3.8753 -2.6234 0.551 6.239 5.625
O -0.4279 -3.3983 -1.2744 -0.060 -2.723 -5.984
N -0.3268 -3.0487 -3.6316 0.435 2.873 -0.391
N -0.5948 -5.0522 -3.0061 -0.563 -5.331 -1.803
H 0.0374 -2.1217 -3.2931 -0.552 -1.024 -1.488
H -0.4233 -3.3103 -4.6281 0.234 0.373 1.325
H -0.6937 -5.7626 -2.3977 -0.608 -2.489 3.081
H -0.3311 -5.4704 -3.8765 0.083 0.920 -0.700
C -4.0025 1.1528 1.6666 2.580 -4.341 6.166
O -3.7455 0.5249 2.8528 -1.874 3.099 -5.119
N -4.8728 2.0597 1.3992 -3.548 3.424 0.759
N -3.2814 0.9276 0.6283 2.904 -1.468 -4.615
H -5.3992 2.2894 2.2137 -0.619 0.824 0.201
H -4.7757 2.7495 0.6327 -0.200 -1.036 1.041
H -2.7275 0.0768 0.4956 0.482 0.104 0.659
H -3.4367 1.3821 -0.2978 -0.067 -0.471 1.630
C 1.0736 -0.0823 -3.8313 2.276 -2.095 -5.655
O 1.5645 -0.2316 -5.1398 -3.058 1.223 7.352
N 1.2812 -1.0195 -2.8868 2.041 -1.279 -1.878
N 0.3093 0.8562 -3.3153 -2.100 4.777 -2.513
H 2.0053 -1.6459 -3.1890 0.358 -0.338 0.262
H 0.9520 -1.1183 -1.9477 -0.342 0.698 0.189
H -0.0318 1.6259 -3.9683 0.904 -1.596 1.182
H -0.1237 0.9092 -2.4008 0.250 -0.591 0.024
C 4.1252 0.9906 -2.0947 -1.029 -4.616 -6.170
O 4.2349 0.1226 -3.1575 -0.175 3.702 5.267
N 5.1027 1.5463 -1.4727 4.528 0.747 1.501
N 2.9302 1.3440 -1.6403 -1.163 -2.375 -1.304
H 6.0334 1.3276 -1.7986 -0.192 -0.166 -0.430
H 5.1573 1.8378 -0.4824 -0.973 0.135 -0.665
H 2.1372 1.0210 -2.1565 -0.154 0.227 -0.146
H 2.8735 2.1027 -1.0694 -0.359 2.297 1.473
C -0.0317 -0.6944 3.9318 -1.245 1.719 7.768
O -0.1348 -0.4515 5.2740 0.992 -1.117 -6.222
N -1.0098 -0.5617 3.0970 -1.972 -0.532 -2.438
N 1.0818 -0.9927 3.3105 5.768 -1.017 -1.454
H -1.9446 -0.2680 3.2846 -0.864 0.066 0.691
H -0.8884 -0.9735 2.1586 -0.709 0.437 0.632
H 1.9448 -0.9861 3.9297 -1.646 -0.176 -1.391
H 1.2381 -1.0477 2.2228 -0.697 0.240 3.289
C -0.0093 -0.4571 0.1955 -5.878 0.600 -0.059
O -1.3303 -0.8972 0.4486 6.452 1.818 -1.147
N 0.9090 -1.2517 -0.2191 3.093 -4.012 -0.947
N 0.4074 0.8077 0.1727 -0.927 3.710 0.824
H 0.5373 -2.2015 -0.5044 0.462 0.534 0.377
H 1.9617 -1.0158 -0.5102 -2.450 -0.505 1.222
H -0.1468 1.6875 0.4403 0.266 -2.057 -0.678
H 1.3587 1.1002 -0.0724 -0.540 -1.150 0.208
C -0.6420 3.0915 2.0263 1.958 8.009 2.151
O -0.1622 4.3642 2.2538 -1.894 -5.749 -1.044
N -1.3098 2.8585 0.8969 -1.051 0.051 -1.645
N -0.5308 2.1391 2.9038 1.780 -0.173 2.094
H -1.6127 3.6723 0.3848 0.438 0.142 0.333
H -2.0434 2.1526 0.8972 0.176 -0.393 0.182
H 0.0303 2.4180 3.7521 -1.042 -0.719 -1.356
H -0.6355 1.1449 2.6733 -0.280 0.349 0.382
C -5.7642 -4.0062 2.8573 1.057 -0.309 -1.371
C -4.3137 -4.0146 2.2683 -7.024 4.487 -5.492
C -3.7946 -2.6444 1.8782 -1.113 1.782 -2.333
O -3.4289 -4.5632 2.9152 7.498 -5.597 6.378
H -5.7116 -3.8714 3.8716 0.053 0.753 2.768
H -6.2044 -4.9865 2.7472 -0.209 -0.323 -0.328
H -6.4076 -3.2459 2.4153 0.166 -0.089 -0.127
H -4.4980 -4.6077 1.3987 -0.286 -0.183 -1.904
H -3.0713 -2.6706 0.9936 -0.788 -0.148 1.233
H -3.3013 -2.1755 2.7185 0.065 0.091 0.248
H -4.6366 -1.9570 1.5615 0.877 -0.508 0.257
H -2.6088 -4.6557 2.3559 -1.106 -0.178 0.565
C 2.6467 3.4614 0.7503 -0.215 1.810 0.721
C 3.7128 2.6370 1.5317 -6.269 2.223 3.847
C 3.3166 1.2316 1.7340 -1.409 -0.344 2.623
O 4.8601 2.6013 1.0128 8.164 0.469 -5.291
H 1.6112 3.1356 0.7914 0.073 -0.682 0.474
H 2.8336 3.5501 -0.3320 0.490 0.595 0.584
H 2.5170 4.4923 1.2742 0.511 -1.518 -1.423
H 3.9342 3.3093 2.4194 -1.681 -1.368 0.299
H 4.0747 0.6821 2.2613 0.619 -0.134 0.411
H 3.2018 0.7081 0.8147 -0.500 -0.272 -0.869
H 2.4461 1.2298 2.4004 -0.294 -0.543 -0.530
H 5.5295 2.7857 1.6488 0.876 0.145 0.289
C 3.1754 -3.1170 0.9832 0.510 -2.917 -0.943
C 4.1020 -2.2460 0.1666 6.100 -3.724 8.281
C 5.3095 -2.9188 -0.4409 1.663 -0.611 -1.545
O 3.5907 -1.5658 -0.7045 -7.559 5.930 -11.011
H 2.6454 -3.8708 0.3501 0.016 0.825 0.007
H 2.4776 -2.5661 1.5185 -1.414 1.063 0.780
H 3.6145 -3.8232 1.7265 0.537 0.985 -0.480
H 4.3667 -1.3405 0.7615 1.735 -1.533 2.393
H 6.0304 -2.1597 -0.8423 -0.640 -0.235 0.401
H 5.1527 -3.5772 -1.3517 -0.720 0.772 0.976
H 5.9067 -3.5362 0.1826 0.371 -0.473 1.069
H 4.2185 -1.1066 -1.2952 -0.418 -0.310 -0.179
C 0.0777 4.0980 -1.8294 0.028 -1.157 -3.842
C 0.2460 5.1848 -0.9099 7.255 -1.745 0.578
C 1.5116 6.0401 -1.2156 1.863 -0.459 0.373
O -0.7622 5.9387 -0.9351 -7.789 4.142 0.648
H 0.9359 3.4471 -1.6730 -0.292 -0.702 -0.564
H 0.0231 4.4994 -2.9149 0.393 -0.729 1.462
H -0.9092 3.6363 -1.6766 0.432 -0.486 0.208
H 0.4210 4.6954 0.0298 0.098 0.192 1.208
H 1.7698 6.1577 -2.2524 -0.492 -0.402 -1.021
H 2.5024 5.6147 -0.8198 -1.686 0.594 -0.092
H 1.4421 7.0902 -0.9320 -0.322 -0.219 0.763
H -1.5372 5.3462 -0.7615 0.474 1.430 -0.233
C -2.6563 -0.8566 -2.4096 -0.654 -1.573 1.241
C -3.1327 0.5169 -2.6489 -3.609 -2.237 -5.232
C -4.5102 0.9185 -2.2326 -2.222 -2.103 -1.757
O -2.3583 1.3928 -2.1231 5.766 5.405 3.463
H -3.0802 -1.5357 -3.1536 0.200 -0.048 0.065
H -3.0297 -1.2036 -1.4041 0.734 0.117 -0.882
H -1.5542 -0.8801 -2.4379 -0.657 -0.177 0.070
H -3.0431 0.7631 -3.7746 -0.733 -1.184 0.854
H -4.7383 0.7473 -1.2118 -0.216 -0.458 0.850
H -5.2815 0.3739 -2.8290 0.381 0.277 0.482
H -4.6637 1.9443 -2.4379 -0.052 1.235 -0.303
H -2.1626 2.0117 -2.8240 0.347 0.647 0.528
```
Positions in Å, forces in eV/Å.

Charge ... 0

Atom charges from the Mulliken analysis, given in e for atoms 1 to 5: -0.829 -0.646 0.500 0.320 0.380

=====

(2)
Entry from the OMol25 dataset: C33H48BiN8OSi2 as an isolated structure at a distorted geometry (ωB97M-V/def2-TZVPD).

The geometry in XYZ format:
```
93
Properties=species:S:1:pos:R:3:forces:R:3
Bi -0.1193 -0.2878 -0.3342 0.092 0.009 -0.204
C -3.3412 2.8462 2.1174 0.863 -0.947 -0.999
Si -1.5028 2.4242 1.8129 -0.383 -0.995 0.133
C -0.6391 3.3450 0.4444 1.700 0.461 -0.959
C -0.5243 2.8888 3.3425 -0.318 -0.552 1.764
N -1.5024 0.6928 1.4136 0.041 0.817 -0.335
C -1.7385 -0.3287 2.2844 0.186 -0.503 0.783
C -2.0234 -0.1867 3.6537 -0.071 -1.445 0.412
C -2.0374 -1.2753 4.5634 -0.832 -0.450 -1.725
C -1.8491 -2.5665 4.0972 1.168 -0.054 -0.731
C -1.4509 -2.7422 2.7272 -0.755 -0.112 2.960
C -1.5255 -1.7083 1.8640 0.745 1.122 -1.375
N -1.2039 -1.9840 0.5113 0.124 1.212 -0.007
Si -1.8693 -3.3661 -0.2248 -1.251 -0.675 -0.829
C -0.6276 -4.7256 -0.3813 0.132 -0.690 0.140
C -2.3928 -3.0574 -1.9888 -0.828 0.081 -0.117
C -3.4253 -4.0172 0.6607 1.430 1.228 0.211
H -3.3702 3.7923 2.6068 -0.413 0.775 0.467
H -3.5953 2.0157 2.8113 -0.484 0.622 -0.528
H -3.9279 2.8697 1.1596 0.317 -0.209 1.074
H -0.1661 4.3887 0.5814 -1.197 -1.432 0.240
H -1.3126 3.4113 -0.4239 0.452 0.048 -0.036
H 0.3024 2.7645 0.1201 -1.496 0.549 0.220
H 0.1312 3.6917 3.0651 0.490 0.468 -0.116
H 0.0971 2.0575 3.7193 -0.092 0.195 -0.331
H -1.0633 3.2258 4.2710 0.093 -0.239 -0.969
H -2.3255 0.7167 4.1176 0.112 1.186 -0.102
H -2.4070 -1.0878 5.5472 0.092 0.044 0.672
H -1.8570 -3.4504 4.7278 -0.027 0.233 0.190
H -1.0046 -3.6835 2.4370 -0.322 -0.144 -0.233
H -1.0362 -5.7165 -0.6190 -0.223 0.264 -0.139
H -0.1318 -4.8720 0.5933 0.525 0.234 -0.634
H -0.0182 -4.4155 -1.2525 0.408 -0.275 0.806
H -1.5440 -3.0267 -2.6787 -0.379 0.004 -0.072
H -3.0097 -2.1521 -2.0664 0.409 0.146 -0.081
H -3.1226 -3.8464 -2.2557 0.591 -0.030 -0.071
H -3.0967 -4.1257 1.6971 -0.724 -0.400 -0.061
H -3.7815 -4.8994 0.1887 -0.127 -1.041 -0.200
H -4.2042 -3.2775 0.5799 -0.362 0.430 0.243
C 4.5547 2.4522 2.7157 0.032 0.112 1.122
N 3.8695 2.2494 1.4843 -0.280 0.011 -0.771
C 3.4237 3.5190 0.9150 -0.428 -0.088 1.202
C 2.7270 1.3598 1.6898 -0.096 0.438 -1.657
C 3.1124 -0.1060 1.5859 -1.144 -0.840 0.366
N 1.9123 -1.0124 1.8251 1.388 0.512 -0.591
C 2.2162 -2.3726 1.4710 -0.448 -1.373 -0.156
C 1.3820 -0.9194 3.1587 0.314 0.246 1.032
H 3.9144 2.7622 3.5992 0.142 0.083 -0.784
H 5.3441 3.1924 2.5942 0.139 -0.116 0.073
H 4.9727 1.5066 3.0256 0.479 -0.279 0.186
H 2.4461 3.7677 1.3535 -0.182 0.164 -0.286
H 3.3684 3.5603 -0.1598 -0.027 -0.285 -0.338
H 4.0806 4.2762 1.3005 0.497 0.570 -0.236
H 1.9883 1.6387 0.8977 0.623 -0.720 0.716
H 2.2950 1.6355 2.6205 -0.666 -0.055 1.251
H 3.9068 -0.3873 2.3470 -0.475 0.264 -1.006
H 3.3976 -0.2680 0.5236 0.292 -0.071 0.821
H 3.0199 -2.9325 2.0493 -0.609 0.872 -0.282
H 2.4502 -2.4726 0.4023 0.209 0.228 0.146
H 1.2658 -2.9267 1.5878 0.469 -0.047 0.077
H 2.1410 -0.9659 3.9595 0.337 -0.073 -0.202
H 0.6448 -1.6713 3.4276 -0.006 -0.170 -0.508
H 0.8976 0.0254 3.2746 -0.405 0.672 0.121
C -3.6026 1.9440 -2.4399 0.197 -0.115 2.296
C -3.2735 1.8271 -3.7544 -0.413 -0.924 -0.617
C -2.2700 1.0027 -4.1941 -0.047 0.422 0.062
C -1.4894 0.3698 -3.2681 0.737 -0.840 0.742
N -1.8126 0.4783 -1.9684 0.018 0.690 1.281
C -2.8399 1.2502 -1.5046 1.156 -0.928 -2.288
C -0.3813 -0.5910 -3.6423 -0.937 0.346 2.799
C -0.2226 -0.9682 -4.9400 0.295 -0.105 -1.579
C 0.6064 -2.0233 -5.2392 0.965 -0.630 1.129
C 1.3279 -2.6571 -4.2081 0.131 -0.036 -1.481
C 1.1792 -2.2492 -2.9049 0.246 -0.148 1.552
C 0.2841 -1.2332 -2.5550 -0.412 0.164 -0.697
H -4.4441 2.5044 -2.0648 -0.141 0.200 -0.279
H -3.9693 2.1548 -4.4664 -0.653 1.018 -1.004
H -2.1200 0.8025 -5.2267 0.055 0.182 -0.643
H -3.0054 1.1800 -0.4475 -0.096 0.189 0.401
H -0.6813 -0.4503 -5.7819 -0.112 -0.077 0.321
H 0.7567 -2.3700 -6.2358 -0.011 -0.009 -0.637
H 2.0512 -3.4283 -4.5004 -0.373 0.123 0.301
H 1.7448 -2.7852 -2.0943 -0.459 0.515 -0.822
N 3.2092 0.7457 -2.7303 1.271 -1.868 0.250
C 2.2234 1.5794 -2.3023 -0.332 -0.121 -1.606
O 1.8036 1.5129 -1.1465 -0.063 -0.016 0.818
C 1.6928 2.4196 -3.3002 -0.263 0.726 -2.339
C 0.8285 3.4972 -2.9912 0.917 -1.241 -0.051
N 0.1502 4.3696 -2.6904 -0.919 1.071 0.227
C 2.0107 2.2268 -4.7276 -0.451 0.658 3.731
N 2.3620 2.1063 -5.8072 0.328 -0.366 -1.790
H 3.5639 0.7391 -3.6791 -0.497 0.363 0.158
H 3.2030 -0.1961 -2.3271 0.024 0.767 0.009
```
Positions in Å, forces in eV/Å.

Charge ... -1

Atom charges from the Mulliken analysis, given in e for atoms 1 to 5: 1.428 -1.219 0.355 -0.826 -1.274

=====

(3)
Entry from the OMol25 dataset: a 9-piece molecular cluster, C22H52N2O7S7 overall at a distorted geometry (ωB97M-V/def2-TZVPD).

The geometry in XYZ format:
```
90
Properties=species:S:1:pos:R:3:forces:R:3
C 1.2536 2.0845 3.6682 -0.713 0.397 0.141
S 1.6191 1.9338 1.9130 -0.083 -0.553 -0.092
O 2.5213 3.0208 1.5131 0.204 0.355 0.053
C 2.6332 0.4568 2.0117 0.174 -0.285 0.636
H 2.0877 2.4806 4.2441 0.201 -0.208 -0.123
H 0.8486 1.1534 4.0659 0.258 -0.125 -0.039
H 0.4256 2.7959 3.7270 0.175 0.123 0.011
H 2.8222 0.1069 0.9994 -0.005 0.021 -0.009
H 2.1460 -0.3083 2.6231 -0.206 -0.084 -0.339
H 3.5659 0.6810 2.5345 0.054 0.286 -0.244
C 4.6123 -2.2692 0.3532 0.187 -0.852 0.541
S 5.3670 -1.4471 -1.0465 -0.598 -0.020 -0.122
O 6.5012 -0.6877 -0.4837 0.488 0.266 0.110
C 6.0509 -2.9577 -1.7385 0.112 -0.207 -0.040
H 5.4047 -2.8781 0.8017 -0.008 0.144 0.076
H 3.8054 -2.9590 0.1034 -0.066 0.236 -0.302
H 4.2552 -1.5827 1.1144 0.035 0.268 -0.262
H 6.8075 -3.3290 -1.0460 -0.010 0.032 0.031
H 6.5148 -2.7376 -2.6977 -0.051 0.074 -0.008
H 5.2617 -3.6991 -1.8625 -0.025 0.037 -0.083
C -2.7089 -3.6935 -1.2297 0.244 -0.570 -0.394
S -3.1605 -3.3727 0.4659 0.036 -0.163 0.012
O -2.9655 -1.9199 0.7196 0.046 0.250 -0.105
C -4.9067 -3.6159 0.2297 -0.703 -0.126 -0.237
H -3.2963 -3.1341 -1.9562 -0.065 0.184 0.169
H -2.8582 -4.7650 -1.3950 -0.043 0.065 -0.015
H -1.6471 -3.4980 -1.3747 -0.012 0.126 0.121
H -5.2751 -3.0265 -0.6119 0.170 0.149 0.051
H -5.4363 -3.3109 1.1299 0.136 -0.041 0.100
H -5.1242 -4.6635 0.0150 0.145 -0.036 0.144
C 0.4405 -1.7362 0.2064 0.376 -0.417 0.167
S 0.7914 -1.1714 -1.4456 -0.596 -0.329 -0.368
O 2.1002 -0.4742 -1.4578 0.266 0.167 0.364
C -0.4636 0.0969 -1.5469 -0.025 0.792 -0.044
H 0.5502 -0.9732 0.9750 -0.144 0.215 -0.186
H 1.1750 -2.5179 0.4136 -0.061 -0.009 0.055
H -0.5638 -2.1575 0.1991 -0.014 0.140 0.121
H -0.1893 0.7028 -2.4124 -0.031 -0.048 0.000
H -0.4432 0.7420 -0.6658 0.138 -0.069 0.005
H -1.4793 -0.2668 -1.6924 0.112 -0.377 0.059
C -4.4022 -0.1371 -2.0176 0.164 -0.031 0.490
S -4.9593 1.5865 -1.9080 -0.315 -0.108 -0.214
O -3.9515 2.4357 -2.5860 0.343 -0.020 0.135
C -6.2724 1.4066 -3.1238 -0.376 -0.256 0.141
H -3.6392 -0.1843 -2.7940 -0.173 -0.032 -0.181
H -5.2477 -0.7987 -2.1999 0.006 0.022 -0.205
H -3.9632 -0.4243 -1.0613 0.118 0.082 -0.079
H -7.0652 0.7519 -2.7526 0.060 0.091 0.158
H -5.8752 0.9675 -4.0374 0.131 0.251 -0.091
H -6.6799 2.4025 -3.2773 0.049 0.006 -0.189
C -1.2545 4.5416 -0.3833 -0.413 0.130 0.014
S -0.3897 5.3428 0.9702 -0.856 -0.422 0.498
O 1.0049 5.4830 0.5606 0.921 0.358 -0.401
C -1.1828 6.9381 0.7529 -0.327 0.468 -0.043
H -1.0782 5.1350 -1.2800 0.145 -0.189 -0.098
H -2.3271 4.5124 -0.1778 0.042 -0.025 0.078
H -0.8908 3.5224 -0.4793 0.129 0.022 -0.037
H -0.5400 7.6942 1.2000 0.158 -0.096 -0.058
H -2.1455 6.9949 1.2634 -0.023 -0.273 -0.009
H -1.3292 7.1391 -0.3086 0.137 0.110 0.015
C 1.5718 -3.3737 4.8922 0.454 0.298 -0.338
S 1.3468 -3.7883 3.1633 -0.579 -0.246 0.137
O 2.5307 -3.2864 2.4328 0.432 0.232 -0.232
C 1.5463 -5.5605 3.3082 -0.170 -0.216 -0.043
H 0.7660 -3.7977 5.4838 0.009 0.038 0.113
H 1.5694 -2.2840 4.9066 -0.224 -0.011 0.195
H 2.5667 -3.6943 5.2019 -0.093 -0.209 0.105
H 2.5465 -5.8207 3.6513 0.033 0.134 0.043
H 1.3799 -5.9712 2.3134 0.050 -0.020 0.007
H 0.7848 -5.9535 3.9832 0.028 0.005 0.011
N 3.6706 0.8757 -3.5295 -0.066 -0.180 -0.010
C 4.9345 0.9018 -4.0320 0.166 -0.017 -0.307
C 4.9096 1.5732 -5.2255 -0.077 0.154 0.000
C 3.5650 2.0027 -5.4425 0.333 -0.311 -0.155
C 2.8301 1.5194 -4.3944 -0.063 0.088 0.271
H 3.3677 0.3756 -2.7045 -0.014 0.087 -0.008
H 5.7868 0.4541 -3.5506 -0.148 -0.075 0.257
H 5.7787 1.7072 -5.8492 -0.096 0.200 -0.075
H 3.1826 2.5702 -6.2736 0.001 -0.001 -0.033
H 1.7774 1.6000 -4.1838 -0.007 0.047 0.041
N -3.4846 0.7573 1.4806 0.117 0.263 -0.088
C -4.4810 1.5634 1.9642 -0.040 -0.282 -0.290
C -3.9085 2.6646 2.5428 0.043 -0.148 -0.021
C -2.4979 2.4953 2.4479 0.113 0.151 -0.674
C -2.2763 1.3389 1.7343 -0.062 0.079 0.618
H -3.5633 -0.1586 1.0634 -0.153 0.009 0.163
H -5.5155 1.3045 1.8119 -0.017 0.021 0.064
H -4.4662 3.5057 2.9180 0.121 0.015 0.222
H -1.7218 3.1894 2.7284 -0.106 0.050 0.115
H -1.3516 0.8770 1.4334 -0.001 -0.055 0.034
```
Positions in Å, forces in eV/Å.

Charge ... 0

Atom charges from the Mulliken analysis, given in e for atoms 1 to 5: -1.053 0.884 -0.670 -0.825 0.420

=====

Record-wise HOMO values, in eV: -8.4; -4.2; -7.3
Record-wise energy relative to the best compared isomer or geometry (same formula, charge and spin) values, in kcal per mole: 211.8; 7.9; 0.0